Entry 1:
Entry from the Open Molecules 2025 dataset: a molecular structure, C30H46IrN4O5Si2 in a non-equilibrium geometry (ωB97M-V with the def2-TZVPD basis set).

Geometry as XYZ:
```
88
C30H46IrN4O5Si2 ωB97M-V with the def2-TZVPD basis set
Ir 0.2003 -0.0396 -0.1637
C 4.6399 -1.8682 -2.4328
N 3.2320 -1.9438 -2.0211
C 2.3867 -3.0035 -2.5930
C 2.7625 -1.1766 -1.0764
O 1.5693 -1.3900 -0.6559
C 3.6388 -0.1207 -0.4399
O 2.9495 0.3764 0.6659
C 3.0105 1.7610 0.8784
C 1.6133 2.2459 1.1985
O 0.6251 1.4374 1.2062
N 1.4533 3.5091 1.4905
C 0.1372 4.0789 1.7877
C 2.5853 4.4435 1.4467
H 4.7382 -2.3534 -3.3984
H 4.9488 -0.8315 -2.5462
H 5.2816 -2.3769 -1.7132
H 2.7871 -3.2704 -3.5657
H 2.3908 -3.8791 -1.9444
H 1.3676 -2.6412 -2.6953
H 4.5848 -0.5812 -0.1354
H 3.8616 0.6536 -1.1823
H 3.6793 1.9897 1.7125
H 3.3506 2.3020 -0.0100
H -0.6062 3.2935 1.8249
H 0.1823 4.5890 2.7483
H -0.1237 4.7984 1.0120
H 3.3639 4.1514 2.1498
H 2.9887 4.5035 0.4359
H 2.2209 5.4247 1.7332
C -3.8491 -1.0147 2.2630
Si -2.7525 -0.2054 0.9946
C -2.8282 1.6533 1.1817
C -3.3167 -0.7209 -0.7047
C -0.8796 -0.6601 1.3689
Si -0.4176 -2.5266 1.7942
C -0.7878 -3.5814 0.3074
C 1.3730 -2.5250 2.3107
C -1.4067 -3.0141 3.2935
H -4.8269 -0.5311 2.1751
H -3.5088 -0.8813 3.2895
H -3.9933 -2.0762 2.0683
H -3.8652 1.9950 1.1594
H -2.3001 2.1670 0.3716
H -2.3954 1.9755 2.1313
H -4.2368 -0.1698 -0.9194
H -3.5663 -1.7836 -0.7319
H -2.6173 -0.5237 -1.5139
H -0.5951 -0.1024 2.2693
H -0.3113 -3.2045 -0.5991
H -1.8633 -3.6379 0.1257
H -0.4331 -4.6013 0.4754
H 2.0696 -2.2148 1.5359
H 1.6447 -3.5360 2.6266
H 1.5129 -1.8718 3.1756
H -2.4392 -3.2785 3.0828
H -1.3886 -2.2493 4.0712
H -0.9107 -3.9005 3.7018
O -0.4196 -0.5969 -2.0926
C 0.2110 0.3775 -2.6347
N 0.3342 0.7290 -3.8959
C 1.1909 1.9337 -3.9958
C 1.5477 2.1463 -2.4944
O 2.2689 2.9992 -2.0421
N 0.8886 1.1734 -1.7724
C 2.4036 1.6082 -4.8566
C 3.6639 1.3777 -4.3199
C 4.7223 1.0199 -5.1471
C 4.5242 0.8824 -6.5116
C 3.2672 1.1201 -7.0532
C 2.2149 1.4890 -6.2313
C 0.4142 3.1502 -4.4814
C -0.9691 3.1435 -4.6018
C -1.6344 4.2873 -5.0273
C -0.9221 5.4378 -5.3217
C 0.4612 5.4478 -5.1900
C 1.1292 4.3086 -4.7747
H -0.0818 0.2537 -4.6813
H 3.8455 1.5380 -3.2642
H 5.7104 0.8749 -4.7283
H 5.3497 0.6129 -7.1565
H 3.1107 1.0340 -8.1199
H 1.2451 1.7067 -6.6647
H -1.5457 2.2561 -4.3724
H -2.7109 4.2726 -5.1322
H -1.4407 6.3251 -5.6586
H 1.0217 6.3435 -5.4219
H 2.2080 4.3159 -4.6823
```

Values from the calculation:
**Spin multiplicity**: 2
**Net charge**: +2
**Expectation value of S²**: 0.761
**DFT total energy**: -2448.813071 hartree


Entry 2:
Entry from the Open Molecules 2025 dataset: 4 unconnected molecules or ions with the total composition C20H51N3O8 in a non-equilibrium geometry (ωB97M-V with the def2-TZVPD basis set).

Geometry as XYZ:
```
82
C20H51N3O8 ωB97M-V with the def2-TZVPD basis set
C -1.4413 3.5161 1.2335
O -1.4800 4.9020 1.3452
C -2.6597 5.3902 1.9632
C -2.8973 6.7560 1.3050
N -3.3594 6.6801 -0.1024
C -4.0582 7.8611 -0.5220
C -4.4072 7.7111 -1.9845
O -3.1976 7.4642 -2.8097
C -2.5488 8.6400 -3.1935
H -1.5200 3.0079 2.1946
H -0.5302 3.3049 0.6738
H -2.2661 3.1424 0.6267
H -2.4032 5.3889 3.0226
H -3.4749 4.6824 1.8130
H -1.9842 7.3214 1.4910
H -3.5825 7.3177 1.9399
H -2.6428 6.4518 -0.7764
H -3.5787 8.8197 -0.3240
H -4.8649 7.8372 0.2107
H -5.1386 8.3711 -2.4510
H -4.9686 6.7866 -2.1191
H -3.1183 9.0919 -4.0057
H -1.5101 8.3597 -3.3686
H -2.4120 9.3152 -2.3488
C 4.0058 -6.3494 1.0312
O 2.5442 -6.2449 0.8201
C 1.8048 -6.9409 1.8062
C 1.5268 -5.9759 2.9744
N 0.5513 -4.9432 2.6951
C -0.9052 -5.3481 2.7128
C -1.9635 -4.2662 2.2337
O -3.3969 -4.7998 2.2967
C -4.3027 -3.6993 2.1487
H 4.5283 -5.7668 0.2724
H 4.4029 -7.3587 0.9228
H 4.1528 -5.8335 1.9800
H 2.3172 -7.7869 2.2643
H 0.9297 -7.3446 1.2968
H 2.4458 -5.5056 3.3242
H 1.1880 -6.5981 3.8027
H 0.8464 -4.5379 1.8184
H -1.2097 -5.6623 3.7111
H -1.0464 -6.2395 2.1017
H -1.8192 -4.0376 1.1778
H -1.7938 -3.4125 2.8899
H -5.3421 -4.0214 2.0860
H -4.2167 -3.0643 1.2669
H -4.2051 -3.1183 3.0658
C 3.6040 -4.4207 -2.8837
O 2.5012 -3.5746 -2.9692
C 2.6634 -2.5323 -3.9297
C 3.2394 -1.2720 -3.3380
N 2.0361 -0.4419 -2.9589
C 2.4024 0.9347 -2.7434
C 3.5149 1.1704 -1.7526
O 2.9011 0.8269 -0.5259
C 3.9455 0.7978 0.5336
H 3.8091 -4.8674 -3.8566
H 3.2286 -5.2781 -2.3251
H 4.5460 -4.0603 -2.4702
H 1.6576 -2.4935 -4.3478
H 3.2551 -2.8475 -4.7891
H 3.6785 -0.7440 -4.1845
H 3.8669 -1.4978 -2.4758
H 1.4962 -0.9561 -2.2776
H 1.5957 1.6234 -2.4922
H 2.5610 1.2992 -3.7583
H 3.7173 2.2349 -1.6346
H 4.3907 0.5941 -2.0510
H 4.4879 1.7427 0.5025
H 4.6037 -0.0635 0.4191
H 3.2802 0.7507 1.3958
O -2.6646 -0.8361 0.8817
C -1.5140 -0.3858 1.5916
C -0.1381 -0.9582 1.1408
O 0.3328 -0.3081 -0.0513
H -2.3372 -1.0397 0.0025
H -1.6022 0.6960 1.4914
H -1.8026 -0.4439 2.6411
H -0.1999 -2.0312 0.9590
H 0.6535 -0.6124 1.8055
H 1.2920 -0.2697 -0.0623
```

Values from the calculation:
**Structure (SMILES)**: COCCNCCOC.COCCNCCOC.COCCNCCOC.OCCO
**DFT total energy**: -1558.523082 hartree


Entry 3:
Entry from the Open Molecules 2025 dataset: a molecular structure, H8InO4 in a non-equilibrium geometry (ωB97M-V with the def2-TZVPD basis set).

Geometry as XYZ:
```
13
H8InO4 ωB97M-V with the def2-TZVPD basis set
In 0.9545 2.9765 -0.3011
O 3.1911 -1.3232 0.7640
H 3.9409 -1.5791 0.2267
H 3.1137 -2.0201 1.4154
O 1.0940 -0.6426 -3.8595
H 1.8143 -1.2646 -3.7569
H 0.3984 -1.1483 -4.2799
O -2.5862 3.2786 3.1288
H -3.2804 2.6283 3.2355
H -2.8715 4.0233 3.6581
O -1.7245 -1.3249 -0.1865
H -1.8868 -2.1186 -0.6964
H -2.1577 -1.4854 0.6518
```

Values from the calculation:
**Net charge**: +3
**DFT total energy**: -494.365487 hartree


Entry 4:
Entry from the Open Molecules 2025 dataset: a molecular structure, C13H14NO3PTeTl in a non-equilibrium geometry (ωB97M-V with the def2-TZVPD basis set).

Geometry as XYZ:
```
34
C13H14NO3PTeTl ωB97M-V with the def2-TZVPD basis set
Tl 3.0061 -0.0557 1.1395
C -1.1958 3.5492 1.8949
C -0.6719 2.8549 3.1306
O 0.4207 1.9080 2.8584
P 0.5780 0.5915 3.7263
O 1.7182 -0.1612 3.1890
Te 0.9548 1.2999 6.0237
O -0.8343 -0.1111 3.6785
C -1.2382 -1.3355 2.9880
C -1.0368 -2.4997 3.9249
H -2.0044 4.2190 2.2714
H -1.6539 2.9219 1.1464
H -0.4292 4.1404 1.3554
H -1.4425 2.3279 3.7144
H -0.2294 3.5743 3.8292
H -0.6262 -1.4594 2.0785
H -2.2744 -1.1413 2.6892
H 0.0165 -2.5858 4.2160
H -1.2228 -3.4638 3.4367
H -1.6339 -2.4088 4.8128
N 1.1726 -1.1324 -8.3720
C 0.9706 -1.0228 -7.2524
C 0.8412 -0.9366 -5.8162
C 0.3017 -2.0219 -5.1270
C 0.1399 -1.9958 -3.7750
C 0.6080 -0.8416 -3.0564
C 1.0857 0.2769 -3.7610
C 1.2353 0.2202 -5.1449
C 0.4865 -0.7463 -1.6639
C 0.5802 -0.5746 -0.3798
H -0.1216 -2.8593 -5.7062
H -0.3371 -2.7634 -3.1495
H 1.2179 1.1537 -3.1730
H 1.6188 1.0793 -5.7269
```

Values from the calculation:
**Net charge**: +1
**DFT total energy**: -1565.782965 hartree


- The highest DFT total energy belongs to which entry?
  H8InO4


- Which formula does entry 1 have?
  C30H46IrN4O5Si2